Entry 1:
Density functional theory data (the ωB97M-V functional and the def2-TZVPD basis) for a structure of composition C9H11Br3N2.

Geometry as XYZ:
```
25
Properties=species:S:1:pos:R:3:forces:R:3
C -2.2115 -0.9876 -1.0060 0.4261 1.7902 0.9193
N 1.0168 0.3670 -1.1969 0.9547 -0.0893 -0.5491
N -2.2628 0.0045 0.0093 -0.7327 0.1371 -2.3066
H 2.7811 -1.8553 0.4124 0.1406 0.1564 0.0126
H 0.4078 0.6713 -1.9430 -0.1068 -0.0543 0.2525
H -2.2239 -0.8553 -3.1672 0.1823 0.3272 -0.1232
C 1.8365 1.2342 -0.4700 -0.6587 -1.9707 -0.6021
H -2.3040 1.8358 -2.7203 0.0027 0.0730 0.1592
Br 1.6838 -1.8442 4.4269 -0.3462 1.0027 -0.6691
H 1.7770 2.3034 -0.6099 -0.0367 -0.1637 0.1889
C -2.2091 1.0665 -1.9683 -1.0142 0.3187 -0.5571
C 2.6614 0.4196 0.2699 -0.2496 -0.2125 0.2137
H 0.8597 -1.7158 -1.6050 0.1835 -0.1254 0.3213
H -2.1288 -2.0136 -0.6792 -0.0060 0.0002 -0.4392
Br 1.0127 1.3673 3.9884 -0.2302 -0.9577 -0.2001
Br -0.8853 -1.0117 2.7329 0.8886 0.1893 0.5212
H -2.7012 2.1071 -0.1025 0.5186 -0.0068 0.2054
H -2.1646 -0.0502 1.0130 -0.1565 -0.4120 -0.4498
C -2.1932 -0.3090 -2.2361 0.2463 -2.2111 1.4249
C -2.3750 1.2191 -0.6236 0.3912 0.2313 0.6538
H 1.5648 -0.3775 2.3440 -0.4031 -0.3093 0.0145
C 0.9232 -0.4442 3.2227 0.2389 -0.1240 0.6772
C 1.3900 -0.9726 -1.0282 -0.2694 2.1981 1.2519
C 2.3354 -0.9664 -0.0089 0.0013 0.4597 -0.9917
H 3.4093 0.8078 0.9454 0.0354 -0.2472 0.0716
```
Positions in Å, forces in eV/Å.

Calculated values
**E**: -222617.7007 eV
**Total charge**: 0
**ΔE to the lowest compared entry with this formula, charge and spin**: 0.00 kcal per mole
**Kohn-Sham gap**: 7.931 eV
**Maximum force**: 0.051 hartree/bohr

---

Entry 2:
Density functional theory data (the ωB97M-V functional and the def2-TZVPD basis) for a structure of composition C2H7PS2.

Geometry as XYZ:
```
12
Properties=species:S:1:pos:R:3:forces:R:3
S 0.9004 -1.6596 -3.5437 1.1965 1.7233 0.6320
H -1.4343 1.6434 0.1109 0.2981 -0.5789 -0.3831
H 0.2154 -0.3465 1.4455 0.4062 -0.0260 -0.0213
H -1.0115 -1.3356 0.5115 0.6652 1.5176 1.0378
P 0.6542 -1.5562 -1.4234 -0.9804 0.8111 -0.8522
C -0.7576 -0.2874 0.9705 -0.6985 -2.5428 0.3322
C -0.9323 0.6795 -0.0699 -0.7142 0.3917 -2.5126
H 3.8752 -2.2759 -2.5226 -0.9263 -1.2822 0.2985
H -1.4988 -0.1075 1.7256 -0.2245 0.0844 0.7562
H 0.1779 -2.6730 -3.7924 -1.3054 -1.8728 -0.3889
H 3.3815 -2.8849 -2.4039 1.0991 1.2341 -0.2316
S -0.7378 0.0949 -1.6552 1.1841 0.5405 1.3331
```
Positions in Å, forces in eV/Å.

Calculated values
**E**: -33143.9909 eV
**Total charge**: 0
**ΔE to the lowest compared entry with this formula, charge and spin**: 72.67 kcal per mole
**Kohn-Sham gap (spin up / spin down)**: 6.527 / 7.429 eV
**Maximum force**: 0.052 hartree/bohr

---

Entry 3:
Density functional theory data (the ωB97M-V functional and the def2-TZVPD basis) for a cluster of 2 separate species, C3H4N2O in total.

Geometry as XYZ:
```
10
Properties=species:S:1:pos:R:3:forces:R:3
H 2.4134 -0.2742 0.6677 -0.1661 0.0470 -0.0339
C 0.2587 0.4861 0.4932 0.5426 -0.1760 0.0907
O 1.3637 -1.6281 -1.0864 -0.3074 0.0411 -0.0766
C 1.4010 0.0306 0.5351 -0.4643 0.2359 0.0262
H -1.7566 -0.5616 -1.3506 0.1178 -0.0093 0.0122
H -0.6995 1.7107 1.7538 0.0193 0.0079 -0.1162
H -1.6911 1.0246 0.6020 0.1216 0.0240 0.0499
C -0.7319 -0.7232 -1.0689 0.4331 -0.4441 -0.2849
N 0.2016 -1.4165 -1.3559 -0.2635 0.3749 0.2635
N -0.7591 1.3516 0.8101 -0.0330 -0.1015 0.0692
```
Positions in Å, forces in eV/Å.

Calculated values
**E**: -8197.4188 eV
**Total charge**: 0
**ΔE to the lowest compared entry with this formula, charge and spin**: 149.13 kcal per mole
**Kohn-Sham gap**: 9.280 eV
**Maximum force**: 0.013 hartree/bohr
**SMILES**: C#[N+][O-].C#CN

---

Entry 4:
Density functional theory data (the ωB97M-V functional and the def2-TZVPD basis) for an isolated molecule of C6H5FO.

Geometry as XYZ:
```
13
Properties=species:S:1:pos:R:3:forces:R:3
H 1.4099 -1.5510 1.2266 -0.0003 -0.6550 -0.6198
O -2.5714 -0.6545 -0.6051 1.7685 1.1204 -0.1312
C 0.2890 1.3146 -0.1417 0.5823 0.5214 -0.9619
H 0.4363 -0.1864 1.6996 -0.7578 -0.3067 0.1698
C -0.1420 -0.9975 -0.4321 1.6035 -2.5255 0.6258
C -1.4459 -0.1871 -0.4809 -0.8612 -1.5614 1.2539
H 0.1206 -2.1822 -0.6977 -1.2747 3.6855 -0.1083
C 1.0054 0.0190 -0.2822 -1.5420 -1.6360 -2.0073
F 2.1169 -0.1420 -1.0664 -0.0882 0.6665 0.4876
C 0.7151 -0.8137 0.8624 0.2976 0.6815 1.6104
H 0.9722 2.1410 -0.1238 -0.3091 0.8497 0.4794
H -1.8596 2.0063 0.1599 1.7747 -1.2638 -0.7479
C -1.0464 1.2335 -0.1184 -1.1933 0.4235 -0.0504
```
Positions in Å, forces in eV/Å.

Calculated values
**E**: -11065.1233 eV
**Total charge**: 0
**ΔE to the lowest compared entry with this formula, charge and spin**: 40.12 kcal per mole
**Kohn-Sham gap**: 9.692 eV
**Maximum force**: 0.076 hartree/bohr
**SMILES**: O=C1C=C[C@@]2(F)C[C@@H]12